1.
A cluster of 7 separate species, C11H34N11O8 in total at a distorted geometry. Source: the OMol25 dataset; level of theory: ωB97M-V/def2-TZVPD.

CARTESIAN COORDINATES (ANGSTROEM)
C (0.207, -0.351, -1.972)
C (-1.161, -0.212, -1.315)
O (-1.151, -0.076, -0.043)
O (-2.184, -0.321, -2.009)
H (0.437, -1.410, -1.845)
H (0.895, 0.333, -1.468)
H (0.284, -0.038, -3.012)
C (2.771, 0.797, 1.570)
C (1.671, 1.025, 2.573)
C (1.089, 2.439, 2.568)
O (0.115, 2.554, 3.564)
C (-0.633, 3.750, 3.458)
N (0.630, -0.001, 2.397)
H (3.165, -0.210, 1.703)
H (3.563, 1.536, 1.702)
H (2.348, 0.853, 0.564)
H (1.962, 0.897, 3.624)
H (0.705, 2.726, 1.580)
H (1.956, 3.092, 2.770)
H (-1.199, 3.835, 4.384)
H (-1.349, 3.673, 2.635)
H (-0.010, 4.640, 3.333)
H (0.208, 0.122, 1.462)
H (-0.210, 0.184, 2.946)
C (-1.142, -4.203, 2.593)
O (-2.107, -4.940, 2.707)
N (-0.029, -4.155, 3.429)
N (-0.961, -3.460, 1.453)
H (-0.279, -4.470, 4.355)
H (0.464, -3.269, 3.375)
H (-1.649, -3.501, 0.729)
H (-0.161, -2.857, 1.377)
C (1.626, 3.375, -3.383)
O (0.495, 2.966, -3.558)
N (1.940, 4.682, -3.087)
N (2.727, 2.593, -3.690)
H (2.873, 4.910, -2.795)
H (1.205, 5.318, -2.839)
H (2.491, 1.713, -4.109)
H (3.662, 2.927, -3.575)
C (-3.133, 3.003, -0.002)
O (-4.004, 3.833, -0.196)
N (-3.363, 1.711, 0.387)
N (-1.772, 3.262, -0.107)
H (-2.637, 0.997, 0.298)
H (-4.296, 1.477, 0.078)
H (-1.418, 4.169, -0.343)
H (-1.109, 2.619, 0.288)
C (3.192, -4.208, -3.553)
O (2.297, -4.885, -4.009)
N (3.043, -3.388, -2.475)
N (4.483, -4.241, -4.048)
H (2.190, -3.263, -1.964)
H (3.855, -2.927, -2.109)
H (4.644, -4.905, -4.784)
H (5.248, -4.108, -3.411)
C (-4.470, -2.336, 0.462)
O (-5.404, -3.028, 0.855)
N (-4.351, -2.031, -0.879)
N (-3.382, -1.954, 1.197)
H (-3.653, -1.393, -1.264)
H (-5.038, -2.470, -1.460)
H (-2.621, -1.496, 0.708)
H (-3.569, -1.901, 2.182)

Force components x, y, z for each atom (eV/Å):
C 0.1 0.7 0.2
C -0.5 0.0 -0.1
O 0.1 0.0 -0.1
O 0.1 -0.1 0.1
H 0.5 0.1 -0.1
H 0.2 -0.5 0.4
H -0.6 -0.4 -0.2
C -0.1 0.1 0.2
C -1.9 -0.3 1.1
C 1.1 0.0 -0.5
O 0.1 0.2 0.1
C -0.4 -0.3 0.2
N -0.6 0.0 -1.1
H 0.1 0.0 0.0
H 0.1 0.0 -0.2
H 0.1 0.1 0.0
H 0.7 0.0 -0.2
H -0.2 -0.2 0.0
H -0.2 0.4 0.1
H 0.0 0.1 0.0
H 0.1 0.2 -0.1
H 0.1 -0.1 0.0
H 0.4 -0.4 -0.1
H 0.5 0.2 0.5
C 0.0 -0.4 -2.1
O 0.4 0.2 0.9
N -0.6 0.1 0.4
N 0.7 -0.2 0.7
H 0.3 0.2 0.1
H 0.0 -0.2 0.4
H -0.2 0.1 0.1
H -0.2 0.2 -0.3
C 0.0 -0.1 -1.3
O 0.3 0.3 0.5
N 0.2 -0.1 0.3
N -0.7 0.4 0.6
H 0.0 0.1 0.1
H -0.1 -0.2 0.1
H 0.3 -0.1 0.1
H 0.1 -0.2 -0.2
C 1.3 -0.3 0.3
O 0.1 0.1 -0.2
N -1.0 0.5 -0.1
N 0.0 0.3 0.1
H 0.0 0.0 -0.3
H 0.1 -0.5 0.3
H -0.4 0.1 0.0
H -0.1 -0.3 -0.2
C -0.3 -0.6 0.6
O -0.2 0.1 -0.4
N 0.7 0.5 0.3
N 0.2 0.3 -0.2
H -0.2 -0.3 -0.3
H -0.1 0.2 0.0
H -0.1 -0.1 0.1
H 0.0 0.0 0.0
C 0.3 -0.8 -1.5
O 0.1 0.6 0.6
N 0.0 0.1 0.4
N -1.1 0.0 -0.2
H -0.1 -0.1 0.0
H 0.0 0.1 -0.1
H 0.0 0.5 0.6
H 0.6 0.1 0.1

Properties
LUMO in Ha: 0.071
Charge: -1
Strongest force on any atom in eV/A: 2.22
Highest occupied orbital energy in eV: -6.09
Orbital gap in eV: 8.036

***

2.
A cluster of 8 separate species, C11H35B2F6O10S2 in total at a distorted geometry. Source: the OMol25 dataset; level of theory: ωB97M-V/def2-TZVPD.

CARTESIAN COORDINATES (ANGSTROEM)
O (-0.730, -0.547, -0.482)
H (-0.275, 0.224, -0.829)
H (-1.688, -0.488, -0.499)
H (-0.385, -1.300, -0.967)
B (-1.653, -0.471, -3.721)
H (-0.882, -1.160, -4.028)
H (-2.655, -0.842, -3.872)
H (-1.586, -0.182, -2.684)
H (-1.521, 0.421, -4.314)
B (-0.225, 1.957, -1.553)
H (-0.244, 3.001, -1.826)
H (0.080, 1.290, -2.345)
H (0.407, 1.796, -0.693)
H (-1.231, 1.686, -1.275)
C (-5.592, 0.857, -0.074)
F (-6.598, 1.114, -0.945)
F (-5.255, 1.885, 0.763)
F (-5.987, -0.243, 0.659)
S (-4.167, 0.356, -1.233)
O (-4.734, -0.582, -2.163)
O (-3.622, 1.519, -1.931)
O (-3.209, -0.338, -0.391)
C (1.666, -4.934, -2.525)
F (2.592, -4.638, -1.560)
F (2.232, -5.544, -3.586)
F (0.624, -5.606, -2.006)
S (0.954, -3.169, -2.980)
O (2.135, -2.347, -3.350)
O (0.040, -3.401, -4.150)
O (0.352, -2.585, -1.731)
C (-2.263, -0.263, 2.947)
C (-2.228, 0.909, 3.887)
C (-2.713, 0.758, 5.359)
O (-0.962, 1.406, 4.130)
H (-1.482, -0.074, 2.210)
H (-3.219, -0.392, 2.439)
H (-1.955, -1.162, 3.481)
H (-2.637, 1.792, 3.397)
H (-2.283, -0.135, 5.812)
H (-3.802, 0.796, 5.393)
H (-2.359, 1.597, 5.957)
H (-0.477, 1.575, 3.318)
C (1.314, -1.123, 2.311)
C (1.719, 0.263, 2.748)
C (3.212, 0.571, 2.606)
O (1.033, 1.090, 1.833)
H (0.235, -1.195, 2.171)
H (1.614, -1.813, 3.100)
H (1.847, -1.431, 1.411)
H (1.447, 0.412, 3.793)
H (3.403, 0.425, 1.543)
H (3.934, -0.101, 3.070)
H (3.361, 1.647, 2.697)
H (1.301, 1.034, 0.913)
C (3.835, 2.623, -1.426)
C (3.813, 1.238, -2.167)
C (3.774, -0.059, -1.405)
O (2.607, 1.267, -2.900)
H (2.927, 3.226, -1.426)
H (4.646, 3.281, -1.739)
H (3.899, 2.350, -0.372)
H (4.621, 1.212, -2.898)
H (3.895, -0.923, -2.059)
H (2.822, -0.108, -0.878)
H (4.456, 0.064, -0.563)
H (1.825, 1.515, -2.402)

Force components x, y, z for each atom (eV/Å):
O 2.0 -1.2 1.8
H 0.1 2.0 -0.6
H -2.5 0.6 -0.3
H 0.4 -1.7 -1.0
B 0.2 -0.3 -0.3
H 4.4 -1.6 -0.5
H -4.8 0.1 0.0
H 0.1 -0.9 4.8
H 0.2 2.8 -4.3
B -0.3 0.4 -0.2
H 0.3 3.9 -1.2
H 1.3 -2.5 -3.4
H 2.9 -0.7 3.6
H -3.6 -0.8 1.1
C 1.2 -1.4 -1.0
F 0.1 0.9 1.5
F -1.2 -1.1 -1.0
F 0.3 1.6 -0.3
S 1.6 0.3 -3.0
O -1.6 -0.2 0.3
O -1.3 -0.2 1.8
O 0.3 0.1 1.8
C -1.0 3.6 0.1
F -0.5 -1.5 -0.8
F -0.5 0.0 1.4
F 1.2 -0.7 -0.3
S 0.1 3.0 -2.2
O -1.1 -2.0 0.5
O 1.5 -0.4 2.9
O 0.4 -2.1 -1.4
C 0.4 -0.2 0.3
C -0.7 1.5 1.0
C -0.7 0.1 -1.0
O 3.0 0.0 0.6
H -0.3 0.0 -0.3
H 0.1 -0.1 0.1
H -0.2 -0.3 0.0
H -1.5 -0.3 -0.1
H -0.3 -0.2 -0.1
H -0.1 -0.5 0.2
H 0.1 0.1 -0.3
H 0.1 -0.1 -0.5
C 0.7 -0.9 1.0
C 0.9 -0.8 -1.4
C -0.3 -0.2 -1.5
O -1.1 1.9 1.5
H 0.2 0.0 0.0
H -0.1 -0.5 0.0
H -0.2 0.1 -0.2
H -0.7 0.6 -0.3
H 0.2 -0.2 -0.3
H -0.2 0.3 0.7
H 0.3 -0.1 0.8
H 0.3 -0.2 -0.2
C 0.6 -1.2 1.2
C -2.2 1.6 -0.9
C 0.3 1.0 1.5
O 0.4 -0.3 -2.2
H -0.3 -0.5 -0.7
H 0.2 -0.2 0.2
H 0.6 0.5 0.5
H 0.1 0.0 -0.1
H 0.1 0.1 0.3
H -0.4 -0.2 -0.3
H 0.8 -0.8 -0.1
H -0.2 0.1 0.5

Properties
LUMO (spin up / spin down) in Ha: 0.167 / 0.072
Expectation value of S²: 0.753
Charge: -2
Strongest force on any atom in eV/A: 5.08
Spin multiplicity: 2
Highest occupied orbital energy (spin up / spin down) in eV: -4.01 / -3.98
Orbital gap (spin up / spin down) in eV: 8.552 / 5.953

***

3.
A structure of composition C11H36F2Hf2O17P3 at a distorted geometry. Source: the OMol25 dataset; level of theory: ωB97M-V/def2-TZVPD.

CARTESIAN COORDINATES (ANGSTROEM)
Hf (-1.530, -2.411, -1.415)
Hf (-2.732, 0.661, 0.300)
O (-2.056, 1.469, -1.874)
P (-1.565, 0.865, -3.218)
O (-1.299, -0.608, -3.084)
F (-0.291, 1.672, -3.759)
F (-2.728, 1.192, -4.272)
P (-0.266, -0.922, 0.747)
O (0.291, -1.606, -0.488)
O (-1.010, -0.459, -0.503)
O (-0.601, 0.617, 0.848)
O (-1.685, -1.470, 0.749)
P (-4.529, -1.754, -0.665)
O (-3.510, -2.969, -0.611)
O (-5.794, -1.838, -1.509)
O (-3.391, -0.881, -1.309)
O (-4.494, -0.696, 0.429)
C (3.198, -1.267, 0.458)
C (3.553, -2.222, -0.663)
C (4.126, -3.465, -0.121)
O (2.462, -2.528, -1.450)
H (4.100, -0.946, 0.980)
H (2.448, -1.687, 1.128)
H (2.907, -0.302, 0.043)
H (4.285, -1.703, -1.281)
H (5.060, -3.159, 0.350)
H (4.257, -4.289, -0.823)
H (3.448, -3.758, 0.681)
H (1.739, -2.080, -1.004)
C (2.804, 3.907, 0.364)
C (1.575, 2.981, 0.130)
C (1.867, 2.169, -1.143)
O (1.316, 2.179, 1.263)
H (2.907, 4.552, -0.508)
H (3.648, 3.251, 0.577)
H (2.697, 4.567, 1.225)
H (0.662, 3.517, -0.129)
H (2.893, 1.802, -1.141)
H (1.694, 2.717, -2.069)
H (1.250, 1.270, -1.147)
H (0.838, 1.385, 1.015)
C (-2.517, 4.101, 0.030)
O (-2.145, 2.989, 0.778)
H (-2.106, 4.978, 0.531)
H (-2.094, 3.952, -0.963)
H (-3.600, 4.186, -0.058)
H (-1.849, 3.290, 1.640)
C (-2.710, -0.909, 3.444)
O (-2.351, 0.324, 2.930)
H (-1.814, -1.525, 3.521)
H (-3.231, -0.930, 4.402)
H (-3.341, -1.372, 2.685)
H (-1.650, 0.604, 3.522)
C (0.251, -2.869, -4.326)
O (0.388, -2.990, -2.883)
H (-0.642, -3.377, -4.688)
H (0.296, -1.814, -4.597)
H (1.126, -3.349, -4.765)
H (1.329, -2.935, -2.702)
C (0.003, -4.268, 1.016)
O (-1.210, -4.103, 0.539)
H (0.836, -4.327, 0.316)
H (0.226, -3.454, 1.706)
H (0.012, -5.231, 1.527)
H (-1.810, -4.707, 0.983)
C (-0.004, 4.655, 3.173)
O (-0.494, 3.399, 2.925)
H (0.565, 4.655, 4.102)
H (0.584, 4.955, 2.307)
H (-0.770, 5.406, 3.366)
H (0.172, 2.911, 2.436)

Force components x, y, z for each atom (eV/Å):
Hf -3.5 2.7 0.6
Hf -0.7 -1.5 -2.7
O 0.3 -0.1 -0.1
P -1.9 1.3 1.4
O 0.4 -0.8 -0.2
F -2.3 -1.5 0.7
F 2.5 -0.6 1.4
P -0.7 1.3 1.5
O 6.9 -6.8 -1.2
O -5.1 4.6 -13.9
O 1.5 4.8 7.2
O -3.7 -5.3 6.6
P -2.6 -0.1 -4.8
O 1.5 -1.7 0.1
O 3.1 -0.6 2.8
O 5.6 2.2 -3.5
O 0.0 2.6 5.8
C 0.6 1.0 -0.5
C 1.7 0.7 0.0
C 0.5 -0.3 1.1
O -1.5 -0.1 -0.9
H 0.0 -0.6 0.5
H 0.0 0.0 0.4
H -0.7 0.0 -0.1
H 0.2 0.0 -0.2
H 0.2 -0.6 0.0
H 0.1 0.3 -0.1
H 0.1 -0.6 0.2
H -0.2 -0.1 -0.4
C -1.4 -0.4 0.5
C 0.8 0.7 -1.5
C 0.2 -0.6 0.6
O 1.1 0.1 0.7
H 0.4 -0.2 0.0
H 0.2 0.2 -0.4
H -0.2 -0.1 0.1
H -0.1 0.6 0.3
H 0.2 0.1 -0.1
H 0.0 0.1 0.2
H -0.4 -0.1 -0.2
H 0.0 0.6 -0.2
C -0.4 1.4 -1.5
O -1.0 -3.5 0.1
H -0.1 0.1 -0.3
H 0.0 0.4 0.0
H 0.0 0.1 0.1
H 0.9 -0.2 1.4
C -0.8 -2.7 -0.2
O -0.1 1.6 -0.8
H 0.0 -0.2 0.2
H 0.0 0.6 0.0
H -0.2 -0.2 0.3
H 0.3 1.2 -0.3
C 0.7 0.1 -0.5
O -2.9 -0.2 0.1
H 0.0 0.2 0.2
H -0.4 -0.2 0.0
H -0.2 -0.2 0.0
H 1.0 0.1 1.0
C 4.4 -1.4 2.5
O -3.9 1.2 -3.7
H -0.3 0.2 -0.6
H 0.4 0.0 0.5
H 0.6 0.2 0.5
H -0.8 0.2 -0.4
C 1.0 1.8 0.7
O -2.4 -1.7 -0.2
H 0.5 0.1 -0.2
H 0.3 0.5 0.3
H -0.4 -0.3 -0.4
H 0.7 -0.4 -0.4

Properties
LUMO (spin up / spin down) in Ha: -0.400 / -0.392
Expectation value of S²: 0.768
Charge: +2
Strongest force on any atom in eV/A: 15.53
Spin multiplicity: 2
Highest occupied orbital energy (spin up / spin down) in eV: -15.30 / -15.30
Orbital gap (spin up / spin down) in eV: 4.418 / 4.637